C16H30Cl5GeN9O2Ti as an isolated structure at a distorted geometry, computed with wB97M-V/def2-TZVPD.

Last column: Löwdin charge in e.
Geometry (Å):
1 Ti -0.3524 0.3788 -0.5855  1.031
2 Cl -3.2620 0.0918 1.2611  0.758
3 C -2.0524 1.2189 1.8597  -0.626
4 C -0.8739 1.4808 1.1338  -0.276
5 C -0.0327 2.4338 1.7302  -0.668
6 Cl 1.4507 2.8840 0.9495  0.788
7 C -0.3110 3.0581 2.9415  -0.703
8 Cl 0.7762 4.2017 3.5935  0.758
9 C -1.4794 2.7409 3.6259  -0.700
10 Cl -1.8284 3.4818 5.1166  0.774
11 C -2.3629 1.8173 3.0773  -0.705
12 Cl -3.8065 1.4285 3.9031  0.753
13 N -2.1448 1.5497 -1.3341  -0.049
14 C -2.6581 1.4821 -2.7316  -0.187
15 C -3.2237 0.1083 -3.0423  -0.158
16 C -2.1779 -0.9885 -2.9835  -0.182
17 N -1.6048 -1.1175 -1.6121  -0.035
18 H -2.9150 1.3283 -0.7152  0.032
19 H -1.9095 2.5117 -1.1260  0.105
20 H -1.8466 1.7234 -3.4134  0.111
21 H -3.4370 2.2298 -2.8629  0.135
22 H -3.6515 0.1283 -4.0435  0.136
23 H -4.0413 -0.1261 -2.3516  0.128
24 H -1.3735 -0.7629 -3.6825  0.112
25 H -2.6161 -1.9365 -3.2822  0.133
26 H -1.0960 -1.9883 -1.5322  0.094
27 H -2.3683 -1.2096 -0.9440  0.068
28 C -1.8294 -3.2689 2.4389  0.020
29 O -0.7877 -2.3485 2.8434  0.035
30 C -0.2696 -1.5377 1.9642  -0.563
31 O -0.6018 -1.4475 0.7731  -0.076
32 N 0.7167 -0.7867 2.4697  0.079
33 N 1.3889 0.0532 1.5843  0.033
34 H -1.8062 -4.0682 3.1687  0.109
35 H -1.6300 -3.6577 1.4455  0.098
36 H -2.7910 -2.7680 2.4695  0.088
37 H 1.0486 -0.9551 3.4050  0.182
38 H 2.2543 -0.3813 1.2991  0.082
39 H 1.5958 0.9254 2.0494  0.044
40 N 3.5212 -3.5054 -1.2405  0.177
41 N 2.6352 -2.5212 -1.5502  -0.242
42 N 2.3482 -2.2302 -2.8018  0.189
43 C 1.4190 -1.3058 -2.6388  -0.191
44 N 1.1705 -1.0755 -1.3397  -0.082
45 N 1.9733 -1.8827 -0.6468  0.116
46 H 4.1081 -3.7396 -2.0244  0.125
47 H 3.9654 -3.3855 -0.3456  0.121
48 H 0.9432 -0.8051 -3.4662  0.118
49 C 3.7882 1.1350 -1.0289  -0.214
50 Ge 2.5084 1.9574 -2.2746  0.746
51 C 2.9383 1.2599 -4.0560  -0.215
52 C 2.7891 3.8830 -2.3214  -0.212
53 C 0.5485 1.6519 -1.9218  -0.387
54 H 4.5860 0.6707 -1.6140  0.032
55 H 3.3357 0.3872 -0.3825  -0.035
56 H 4.2421 1.9047 -0.3999  0.028
57 H 3.7772 1.8504 -4.4332  0.037
58 H 2.1160 1.3684 -4.7696  0.029
59 H 3.2540 0.2159 -4.0378  0.006
60 H 3.8221 4.0762 -2.6183  0.038
61 H 2.6106 4.3551 -1.3531  0.006
62 H 2.1290 4.3434 -3.0603  0.034
63 H 0.1517 1.3660 -2.9104  0.006
64 H 0.1701 2.6579 -1.7136  0.012

Properties
* 2S+1: 1
* net charge: +2
* HOMO energy: -14.385 eV
* LUMO level: -6.60 eV
* max |F|: 1.182 eV/Å
* calculated total energy: -6497.77341 a.u.
* gap between HOMO and LUMO: 7.787 eV


A 6-piece molecular cluster, C16H30FNO11S overall at a distorted geometry, computed with wB97M-V/def2-TZVPD.

Last column: Löwdin charge in e.
Geometry (Å):
1 N 3.8499 0.6406 -0.1729  0.395
2 H 3.3339 -0.1474 -0.2179  0.055
3 H 3.9299 1.2676 -0.8709  0.106
4 H 4.8409 0.3966 -0.3579  0.197
5 H 3.5639 1.2116 0.4651  0.057
6 F 1.3049 0.0146 0.9831  -0.616
7 C 2.2029 1.4166 3.8551  -0.009
8 C 1.3169 2.5826 3.2502  -0.299
9 C -0.1271 2.2446 2.8581  -0.052
10 O -0.8181 3.1326 3.6661  0.159
11 C -0.1961 3.7426 4.4792  -0.737
12 O -0.6761 4.2826 5.3942  0.191
13 O 1.1029 3.4816 4.2791  0.094
14 H 1.6089 0.8796 4.5171  0.044
15 H 3.0619 1.8146 4.5021  0.095
16 H 2.7329 0.6976 3.0871  0.088
17 H 1.6579 3.0496 2.4261  0.099
18 H -0.4071 1.3016 3.0691  0.098
19 H -0.2071 2.5966 1.8161  0.134
20 C 0.5539 3.1776 -1.6649  -0.020
21 C -0.6591 2.5196 -2.1799  -0.348
22 C -1.2961 1.4966 -1.2459  -0.078
23 O -2.5461 2.0556 -0.8359  0.092
24 C -2.7511 3.1796 -1.4339  -0.506
25 O -3.7501 3.8616 -1.4639  0.143
26 O -1.6331 3.5376 -2.3019  0.049
27 H 0.3269 3.6876 -0.6229  0.136
28 H 1.0619 3.9216 -2.0069  -0.002
29 H 1.4299 2.3866 -1.5669  0.113
30 H -0.4711 2.0936 -3.1239  0.135
31 H -0.7071 1.0486 -0.4589  0.105
32 H -1.6871 0.5566 -1.6309  0.119
33 C -3.7671 -0.8094 0.9691  -0.009
34 C -2.6261 -1.6974 0.5312  -0.250
35 C -1.6751 -2.2464 1.7581  -0.068
36 O -1.8501 -3.5944 1.7352  0.101
37 C -2.5661 -3.9124 0.6151  -0.635
38 O -2.8041 -5.0354 0.2571  0.146
39 O -3.0671 -2.9134 0.0791  0.134
40 H -3.3641 -0.1244 1.5771  0.039
41 H -4.4641 -1.3554 1.5481  0.081
42 H -4.3741 -0.3894 0.0991  0.124
43 H -1.9641 -1.0744 -0.2199  0.154
44 H -2.0641 -1.9044 2.6821  0.132
45 H -0.8241 -1.9514 1.5952  0.023
46 C -0.0181 -3.2824 -2.0969  -0.147
47 C 0.7739 -3.9254 -3.3169  -0.175
48 C 1.5259 -2.7594 -3.8588  -0.253
49 S 1.9259 -1.5784 -2.6219  0.617
50 O 1.3389 -0.3304 -2.8729  -0.296
51 O 3.3119 -1.7494 -2.2519  -0.335
52 C 0.9499 -2.3144 -1.3789  -0.248
53 H -0.3871 -3.9384 -1.4179  0.069
54 H -0.8311 -2.6194 -2.4659  0.132
55 H 0.1009 -4.3684 -3.9629  0.079
56 H 1.2109 -4.9444 -3.0459  0.149
57 H 1.1079 -2.1264 -4.6559  0.117
58 H 2.4699 -3.0534 -4.3619  0.118
59 H 0.4299 -1.4944 -0.8119  0.087
60 H 1.5509 -2.6354 -0.5999  0.079

Properties
* 2S+1: 1
* HOMO energy: -9.741 eV
* LUMO level: -1.02 eV
* max |F|: 10.688 eV/Å
* calculated total energy: -2007.83739 a.u.
* gap between HOMO and LUMO: 8.722 eV


A 3-piece molecular cluster, C16H30INO10 overall at a distorted geometry, computed with wB97M-V/def2-TZVPD.

Last column: Löwdin charge in e.
Geometry (Å):
1 C -0.8113 -6.1444 5.3784  -0.004
2 C -2.4448 -6.2791 5.6944  -0.284
3 O -3.0059 -5.8973 6.8445  -0.006
4 O -3.2725 -6.8186 4.5656  -0.121
5 C -3.6135 -5.6254 3.7706  -0.207
6 C -2.8832 -5.5443 2.3017  -0.159
7 C -2.3596 -3.9672 2.1302  -0.187
8 C -1.6823 -3.7233 0.6583  -0.216
9 N -0.1736 -3.8150 0.6188  -0.008
10 C 0.5022 -2.8294 1.5499  -0.287
11 O 1.4578 -3.3479 2.3697  -0.014
12 O 0.0836 -1.4181 1.5751  -0.108
13 C -0.3119 -0.9973 2.9387  -0.168
14 C -0.9868 0.5210 2.7761  -0.241
15 C -2.6226 0.5177 2.9151  -0.631
16 I -3.2357 1.5217 4.7928  0.644
17 H -0.2152 -5.6637 6.2785  0.103
18 H -0.7080 -5.4714 4.4176  0.078
19 H -0.3359 -7.2047 5.1986  0.101
20 H -3.2307 -4.6753 4.3804  0.128
21 H -4.7827 -5.4839 3.6104  0.149
22 H -3.5771 -5.8874 1.4093  0.122
23 H -1.8977 -6.2015 2.3544  0.130
24 H -1.6592 -3.7642 3.0454  0.089
25 H -3.2692 -3.2023 2.2389  0.127
26 H -1.9747 -2.6928 0.1526  0.121
27 H -2.0999 -4.5790 -0.0535  0.133
28 H 0.1854 -3.7023 -0.3758  0.138
29 H -1.1390 -1.6728 3.4299  0.114
30 H 0.6177 -0.9766 3.6834  0.149
31 H -0.4952 1.1818 3.6359  0.097
32 H -0.7060 0.9023 1.6939  0.115
33 H -3.1848 1.0151 2.0061  0.066
34 H -3.0206 -0.5917 2.9938  0.043
35 C 0.2546 -0.1157 -1.7267  -0.056
36 O 0.2429 0.8552 -2.7715  -0.009
37 C 0.8465 2.0275 -2.4509  -0.559
38 O 1.3728 2.2943 -1.3819  0.109
39 O 0.7630 2.8514 -3.5258  -0.010
40 C 1.3612 4.1315 -3.3318  -0.046
41 H -0.2540 -1.0119 -2.0925  0.091
42 H 1.2820 -0.3865 -1.4628  0.102
43 H -0.2871 0.2539 -0.8500  0.083
44 H 2.4328 4.0306 -3.1321  0.101
45 H 0.8638 4.6710 -2.5194  0.101
46 H 1.2359 4.7063 -4.2535  0.088
47 C 4.3511 9.2955 -4.7416  -0.052
48 O 3.4875 8.1842 -4.9731  -0.012
49 C 3.9018 7.3517 -5.9614  -0.560
50 O 4.9135 7.4828 -6.6324  0.111
51 O 2.9955 6.3481 -6.0734  -0.023
52 C 3.3042 5.3887 -7.0827  -0.051
53 H 3.9232 9.8931 -3.9320  0.094
54 H 5.3438 8.9547 -4.4302  0.099
55 H 4.4189 9.9245 -5.6351  0.099
56 H 4.2550 4.8916 -6.8650  0.100
57 H 3.3302 5.8614 -8.0698  0.099
58 H 2.5137 4.6332 -7.0839  0.093

Properties
* 2S+1: 1
* structure (SMILES): CC(=O)OCCCCNC(=O)OCCCI.COC(=O)OC.COC(=O)OC
* HOMO energy: -9.694 eV
* LUMO level: 0.05 eV
* max |F|: 9.078 eV/Å
* calculated total energy: -1732.25785 a.u.
* gap between HOMO and LUMO: 9.744 eV


One molecule with the formula C16H30N2O2 at a distorted geometry, computed with wB97M-V/def2-TZVPD.

Last column: Löwdin charge in e.
Geometry (Å):
1 O -0.0383 0.2070 3.5685  0.046
2 O 1.4978 3.0543 -0.4086  -0.056
3 C 0.1327 -0.7554 2.8489  -0.379
4 N -1.0493 -1.4251 2.4579  -0.059
5 N 2.2167 0.1570 1.6904  -0.003
6 C 1.5831 -0.9864 2.3592  -0.115
7 C -0.3697 -3.7381 2.1850  -0.100
8 C -2.8704 0.4095 2.1625  -0.086
9 C 3.3762 2.7957 1.1695  0.010
10 C -0.8627 2.6900 -0.7235  0.005
11 C 0.6435 3.3967 -2.7960  -0.006
12 C -1.0322 -2.5274 1.5910  -0.288
13 C -2.4006 -0.8529 2.8763  -0.189
14 C 2.4203 1.0981 -2.1838  -0.164
15 C 0.9657 0.2877 -0.3905  -0.101
16 C 3.3208 1.6753 -1.0636  -0.084
17 C 1.5295 1.0978 0.7699  -0.273
18 C 0.9815 1.0926 -1.6987  -0.261
19 C 2.4007 2.1436 0.1652  -0.460
20 C 0.5596 2.5835 -1.4342  -0.396
21 H 2.4320 0.7364 2.5026  0.102
22 H 2.1841 -1.1588 3.2216  0.120
23 H 1.6087 -1.9180 1.8370  0.077
24 H 0.7031 -3.7981 2.0371  0.058
25 H -0.7491 -4.6245 1.6871  0.067
26 H -0.6346 -3.8848 3.2519  0.098
27 H -3.9105 0.6693 2.4761  0.090
28 H -2.3499 1.2471 2.4609  0.035
29 H -2.8793 0.2091 1.1038  0.066
30 H 3.7932 1.9825 1.6677  0.049
31 H 4.1851 3.3219 0.6369  0.091
32 H 2.8962 3.5469 1.8006  0.095
33 H -1.2840 3.6656 -0.6138  0.070
34 H -0.7642 2.3484 0.2989  0.054
35 H -1.5870 2.0070 -1.1493  0.079
36 H 1.6527 3.8708 -3.0018  0.100
37 H -0.0397 4.2534 -2.7420  0.071
38 H 0.3862 2.8039 -3.6589  0.070
39 H -0.5903 -2.2573 0.5930  0.120
40 H -1.9566 -3.0589 1.2680  0.127
41 H -3.1966 -1.6666 2.9531  0.128
42 H -2.4074 -0.5945 3.9978  0.128
43 H 2.6328 1.5799 -3.1174  0.090
44 H 2.7314 -0.0470 -2.3047  0.147
45 H -0.0879 0.0050 -0.2325  0.107
46 H 1.5432 -0.6963 -0.3993  0.146
47 H 3.8627 2.4678 -1.4963  0.084
48 H 4.1765 0.9022 -0.7884  0.155
49 H 0.7613 1.5951 1.4810  0.172
50 H 0.3418 0.5477 -2.4572  0.162

Properties
* 2S+1: 1
* structure (SMILES): CCN(CC)C(=O)CN[C@@H]1C[C@@H]2CC[C@@]1(C)OC2(C)C
* HOMO energy: -8.815 eV
* LUMO level: 0.79 eV
* max |F|: 3.520 eV/Å
* calculated total energy: -887.56017 a.u.
* gap between HOMO and LUMO: 9.602 eV